ORCA calculation (wB97M-V/def2-TZVPD) on a 2-piece molecular cluster, C35H23BF9N overall in a non-equilibrium geometry.

The value obtained for the HOMO energy is -7.69 eV. Its SMILES is Fc1cc(F)c(B(c2c(F)cc(F)cc2F)c2c(F)cc(F)cc2F)c(F)c1.Cc1ccc(Cc2c(C)[nH]c3ccccc23)cc1. Its max |F| is 3.61 eV/Å. The calculation puts the LUMO energy at -0.0420 Eh. The electronic energy comes out at -63289.625 eV. Its HOMO-LUMO gap is 6.55 eV.

```
69
C35H23BF9N wB97M-V/def2-TZVPD
F 2.74 -2.71 18.54
C 2.80 -2.12 17.26
C 2.97 -0.76 17.13
C 3.03 -0.20 15.86
F 3.30 1.20 15.93
C 2.81 -0.92 14.61
B 3.26 -0.50 13.19
C 3.80 0.97 13.03
C 3.01 2.09 12.92
F 1.65 1.89 13.11
C 3.41 3.42 12.85
C 4.83 3.65 12.93
F 5.29 4.91 12.64
C 5.69 2.60 13.21
C 5.16 1.32 13.26
F 6.07 0.37 13.66
C 4.26 -1.49 12.44
C 4.57 -1.25 11.06
F 3.92 -0.21 10.46
C 5.57 -1.92 10.36
C 6.31 -2.90 11.02
F 7.09 -3.79 10.30
C 6.17 -3.08 12.42
C 5.22 -2.29 13.06
F 5.46 -2.20 14.42
C 2.68 -2.29 14.88
F 2.68 -3.22 13.79
C 2.63 -2.91 16.11
H 3.04 -0.14 18.06
H 2.69 4.22 12.77
H 6.74 2.83 13.36
H 5.70 -1.67 9.29
H 6.81 -3.78 12.94
H 2.46 -4.00 16.20
C -2.31 4.20 10.68
C -1.52 2.93 11.08
C -0.49 2.58 10.22
C 0.34 1.47 10.41
C 0.12 0.61 11.47
C 0.89 -0.73 11.51
C 0.73 -1.50 10.21
C 1.42 -2.70 9.95
C 2.23 -3.52 10.84
N 1.20 -3.08 8.65
C 0.23 -2.29 8.07
C -0.23 -2.40 6.75
C -1.34 -1.63 6.38
C -1.84 -0.70 7.32
C -1.25 -0.53 8.61
C -0.19 -1.34 9.03
C -0.83 1.00 12.42
C -1.69 2.10 12.24
H -3.01 4.65 11.44
H -1.57 4.96 10.32
H -2.93 4.05 9.76
H -0.36 3.22 9.34
H 1.15 1.28 9.70
H 1.93 -0.47 11.97
H 0.38 -1.43 12.35
H 2.35 -2.95 11.78
H 1.77 -4.49 11.12
H 3.25 -3.68 10.47
H 1.73 -3.81 8.20
H 0.25 -3.09 6.07
H -1.78 -1.72 5.40
H -2.69 -0.08 7.03
H -1.63 0.26 9.28
H -0.92 0.41 13.34
H -2.48 2.35 12.92
```

---

ORCA calculation (wB97M-V/def2-TZVPD) on C35H24BrN6OSeW as an isolated structure.

As for the expectation value of S²: 2.0187. The value obtained for the HOMO energy (alpha / beta) is -16.06 / -16.11 eV. Its max |F| is 0.75 eV/Å. The calculation puts the LUMO energy (alpha / beta) at -0.3497 / -0.3947 Eh. The electronic energy comes out at -184862.139 eV. Its HOMO-LUMO gap (alpha / beta) is 6.54 / 5.36 eV. The multiplicity is 3. The net charge is +3.

```
69
C35H24BrN6OSeW wB97M-V/def2-TZVPD
W -0.38 0.29 0.33
Br -6.87 2.26 -3.05
C -5.42 1.78 -1.97
C -5.38 2.19 -0.63
C -4.32 1.85 0.19
C -3.27 1.12 -0.34
O -2.21 0.77 0.43
C -3.30 0.69 -1.67
C -2.29 -0.20 -2.13
N -1.20 -0.54 -1.50
C -0.45 -1.63 -2.05
C -0.95 -2.68 -2.80
C -0.08 -3.69 -3.22
C 1.26 -3.67 -2.85
C 1.77 -2.63 -2.08
C 3.13 -2.60 -1.55
C 3.57 -1.59 -0.81
C 2.75 -0.38 -0.57
N 1.28 -0.47 -0.93
C 0.89 -1.62 -1.71
C -4.39 1.02 -2.49
H -6.20 2.77 -0.23
H -4.31 2.15 1.23
H -2.46 -0.66 -3.10
H -2.00 -2.75 -3.05
H -0.47 -4.51 -3.81
H 1.91 -4.47 -3.16
H 3.77 -3.46 -1.75
H 4.56 -1.60 -0.36
H 3.86 1.02 0.58
H -4.42 0.68 -3.52
C 1.27 4.11 -1.17
C 1.52 2.65 -0.93
C 2.06 1.84 -1.85
C 2.25 0.39 -1.73
C 2.99 0.37 0.72
C 1.83 1.21 1.16
C 1.18 2.17 0.42
H 2.06 4.71 -0.70
H 0.32 4.43 -0.75
H 1.27 4.34 -2.24
H 2.33 2.25 -2.81
H 2.47 -0.08 -2.68
H 3.25 -0.34 1.51
H 1.65 1.21 2.23
H 0.56 2.85 0.99
Se -0.04 -1.78 7.83
N -0.53 -0.29 7.03
C -0.37 -0.47 5.74
C -0.67 0.53 4.73
C -1.19 1.80 5.02
C -1.47 2.66 3.99
C -1.21 2.26 2.68
N -0.68 1.07 2.39
C -0.44 0.21 3.40
C 0.06 -1.09 3.00
N 0.21 -1.31 1.65
C 0.61 -2.53 1.26
C 0.89 -3.55 2.15
C 0.76 -3.33 3.50
C 0.33 -2.07 3.94
C 0.12 -1.75 5.35
N 0.36 -2.60 6.32
H -1.37 2.07 6.06
H -1.88 3.64 4.17
H -1.45 2.91 1.85
H 0.68 -2.70 0.20
H 1.21 -4.51 1.76
H 0.98 -4.10 4.23
```

---

ORCA calculation (wB97M-V/def2-TZVPD) on C35H25Br3Cl2HgN6O5 as an isolated structure.

As for the expectation value of S²: 0.7716. The value obtained for the HOMO energy (alpha / beta) is -3.18 / -5.50 eV. Its max |F| is 0.46 eV/Å. The calculation puts the LUMO energy (alpha / beta) at 0.0708 / 0.0708 Eh. The electronic energy comes out at -295230.292 eV. Its HOMO-LUMO gap (alpha / beta) is 5.10 / 7.42 eV. The multiplicity is 2. The net charge is -1.

```
77
C35H25Br3Cl2HgN6O5 wB97M-V/def2-TZVPD
Hg 1.11 -0.91 -0.72
Br -4.04 1.98 -4.47
C -2.65 1.20 -3.44
C -2.21 1.88 -2.29
C -1.20 1.27 -1.58
N -0.66 0.10 -1.92
C -1.08 -0.57 -3.03
C -2.12 0.01 -3.82
C -0.49 -1.83 -3.34
C -0.84 -2.57 -4.51
C -0.31 -3.81 -4.70
Br -0.76 -4.79 -6.25
C 0.58 -4.38 -3.76
C 0.90 -3.59 -2.69
N 0.44 -2.36 -2.47
H -2.62 2.83 -1.99
H -0.78 1.74 -0.70
H -2.49 -0.49 -4.70
H -1.51 -2.16 -5.25
H 0.98 -5.38 -3.88
H 1.59 -3.97 -1.94
N 2.60 -2.70 0.09
C 2.11 -3.25 1.36
C 0.61 -3.06 1.59
O 0.08 -3.74 2.45
O 0.04 -2.16 0.86
H 2.65 -3.42 -0.62
H 3.52 -2.30 0.17
H 2.59 -2.71 2.18
H 2.33 -4.31 1.49
C 2.82 0.32 2.57
O 1.46 -0.06 2.44
C 0.59 0.46 3.34
C 0.97 0.99 4.56
C 0.00 1.56 5.38
Br 0.55 2.29 7.05
C -1.32 1.62 5.01
C -1.71 1.06 3.79
C -0.77 0.46 2.96
O -1.16 -0.04 1.76
C -3.13 1.16 3.43
N -4.05 1.63 4.24
C -5.23 1.58 3.50
C -6.52 1.95 3.86
C -7.52 1.80 2.92
C -7.25 1.28 1.64
C -5.97 0.91 1.26
C -4.97 1.07 2.22
N -3.62 0.82 2.20
H 2.91 1.39 2.74
H 3.29 0.08 1.62
H 3.31 -0.23 3.38
H 2.00 0.98 4.87
H -2.07 2.07 5.64
H -0.66 -0.87 1.49
H -6.73 2.34 4.84
H -8.54 2.08 3.17
H -8.06 1.18 0.93
H -5.76 0.52 0.28
H -3.07 0.37 1.49
Cl 2.31 4.05 0.33
C 3.21 3.03 -0.76
C 4.27 3.59 -1.48
C 5.01 2.83 -2.34
Cl 6.33 3.56 -3.21
C 4.71 1.46 -2.52
C 5.42 0.60 -3.39
C 5.05 -0.71 -3.50
C 3.96 -1.17 -2.74
N 3.29 -0.40 -1.93
C 3.62 0.91 -1.80
C 2.82 1.69 -0.87
O 1.86 1.19 -0.19
H 4.51 4.64 -1.34
H 6.25 0.99 -3.96
H 5.58 -1.39 -4.16
H 3.62 -2.20 -2.83
```

---

ORCA calculation (wB97M-V/def2-TZVPD) on C35H25BrF6N4O9PPt as an isolated structure in a non-equilibrium geometry.

As for the expectation value of S²: 2.0290. The value obtained for the HOMO energy (alpha / beta) is -1.49 / -5.17 eV. Its max |F| is 5.13 eV/Å. The calculation puts the LUMO energy (alpha / beta) at 0.0467 / -0.0965 Eh. The electronic energy comes out at -159966.103 eV. Its HOMO-LUMO gap (alpha / beta) is 2.76 / 2.55 eV. The multiplicity is 3. The net charge is -1.

```
82
C35H25BrF6N4O9PPt wB97M-V/def2-TZVPD
Pt -0.26 0.52 -0.28
N 0.47 2.50 -2.45
P 1.24 0.99 -1.84
C 2.96 1.26 -1.31
C 3.16 1.19 0.06
C 4.33 1.66 0.60
C 5.29 2.25 -0.21
C 5.07 2.31 -1.57
C 3.94 1.72 -2.14
C 1.22 0.03 -3.34
C 0.04 -0.03 -4.12
C 0.06 -0.75 -5.32
C 1.25 -1.30 -5.78
C 2.39 -1.24 -5.01
C 2.36 -0.60 -3.77
C -0.26 3.13 -1.48
C -0.62 4.51 -1.64
C -0.88 5.25 -0.54
C -0.77 4.60 0.72
C -0.58 3.24 0.82
N -0.54 2.48 -0.36
H 0.63 3.00 -3.33
H 2.43 0.83 0.81
H 4.45 1.60 1.69
H 6.19 2.65 0.25
H 5.87 2.60 -2.23
H 3.84 1.51 -3.17
H -0.88 0.45 -3.78
H -0.85 -0.92 -5.90
H 1.27 -1.65 -6.81
H 3.29 -1.77 -5.28
H 3.25 -0.67 -3.10
H -0.36 4.99 -2.63
H -1.02 6.33 -0.55
H -0.87 5.13 1.68
H -0.26 2.71 1.72
C -3.94 1.87 0.62
C -3.31 0.46 0.59
O -1.96 0.34 0.91
C -4.03 -0.38 1.71
F -3.74 -1.71 1.75
F -5.43 -0.31 1.68
F -3.61 0.13 2.94
C -3.75 -0.24 -0.83
F -3.37 -1.55 -1.01
F -5.09 -0.17 -1.04
F -3.16 0.54 -1.85
H -3.79 2.37 1.62
H -5.00 1.79 0.43
H -3.42 2.58 -0.12
Br 2.70 1.73 6.89
C 0.97 1.59 6.14
C 0.01 1.60 7.17
C -1.32 1.61 6.87
C -1.69 1.73 5.51
C -0.75 1.70 4.49
C 0.63 1.56 4.78
C 1.70 1.44 3.69
O 1.35 1.90 2.59
O 2.80 0.98 4.06
H 0.36 1.64 8.15
H -2.14 1.53 7.62
H -2.71 1.74 5.21
H -1.10 1.68 3.47
O 1.80 -1.91 -1.06
C 0.70 -2.20 -0.61
O -0.21 -1.43 0.01
C 0.18 -3.63 -0.61
C 1.09 -4.58 -1.12
C 0.62 -5.86 -1.35
C -0.70 -6.21 -1.09
C -1.39 -5.32 -0.35
C -1.05 -3.97 -0.10
N -2.76 -5.72 0.04
O -3.27 -5.07 0.99
O -3.22 -6.63 -0.56
N 1.43 -6.86 -1.91
O 0.85 -7.90 -2.23
O 2.63 -6.64 -2.17
H 2.12 -4.27 -1.37
H -1.04 -7.18 -1.28
H -1.81 -3.29 0.30
```